(1)
An isolated molecule of C4H7NO2. Source: the OMol25 dataset; level of theory: ωB97M-V/def2-TZVPD.

SMILES = C/N=C/OC(C)=O
energy = -9846.0500 eV
spin multiplicity = 1
energy relative to the best compared isomer or geometry (same formula, charge and spin) = 28.4 kcal/mol

Geometry as XYZ:
```
14
C4H7NO2 ωB97M-V/def2-TZVPD
O 0.12506 1.67130 0.05630
O 0.98536 1.34365 -2.00262
N -0.79174 -0.39396 0.00333
C 1.05187 1.09058 -0.84007
C -1.79072 -1.35761 0.38221
C -0.80473 0.77714 0.46059
C 2.11701 0.26536 -0.17245
H -2.54913 -0.98158 1.08482
H 3.06932 0.79615 -0.26166
H -1.50283 1.22222 1.17779
H 1.89944 0.08256 0.87988
H -2.29120 -1.70225 -0.52816
H -1.29372 -2.22651 0.82584
H 2.20402 -0.68847 -0.69666
```

Which charges does natural (NBO) predict for the atoms? In e, they are:
1 O -0.53
2 O -0.51
3 N -0.50
4 C 0.83
5 C -0.42
6 C 0.40
7 C -0.73
8 H 0.17
9 H 0.24
10 H 0.16
11 H 0.23
12 H 0.21
13 H 0.20
14 H 0.25

(2)
An isolated molecule of C4H7NO2. Source: the OMol25 dataset; level of theory: ωB97M-V/def2-TZVPD.

SMILES = [H]/N=C(\C)OCC=O
energy = -9845.5402 eV
spin multiplicity = 1
energy relative to the best compared isomer or geometry (same formula, charge and spin) = 40.1 kcal/mol

Geometry as XYZ:
```
14
C4H7NO2 ωB97M-V/def2-TZVPD
O 0.66440 0.56262 -0.62129
O -2.88075 0.77218 -0.74572
N -0.23137 -1.48285 -0.17912
C -1.77873 0.46534 -1.13334
C 1.59885 -0.56613 1.24079
C 0.61095 -0.58609 0.11503
C -0.56134 1.27361 -0.70309
H -0.17078 -2.27626 0.45283
H -0.78016 1.75750 0.25706
H 2.61483 -0.39403 0.87695
H 1.56293 -1.49409 1.81264
H -1.59581 -0.36536 -1.83415
H 1.34860 0.26870 1.90384
H -0.40163 2.06487 -1.44243
```

Which charges does natural (NBO) predict for the atoms? In e, they are:
1 O -0.52
2 O -0.53
3 N -0.68
4 C 0.41
5 C -0.70
6 C 0.58
7 C -0.17
8 H 0.35
9 H 0.19
10 H 0.24
11 H 0.22
12 H 0.14
13 H 0.24
14 H 0.22

(3)
An isolated molecule of C4H7NO2. Source: the OMol25 dataset; level of theory: ωB97M-V/def2-TZVPD.

SMILES = C[C@@H](C=O)C(N)=O
energy = -9846.8136 eV
spin multiplicity = 1
energy relative to the best compared isomer or geometry (same formula, charge and spin) = 10.7 kcal/mol

Geometry as XYZ:
```
14
C4H7NO2 ωB97M-V/def2-TZVPD
O 0.75926 -2.09690 -1.52536
O -0.53250 -0.79070 1.76014
N -1.48885 1.13873 1.05065
C 1.49267 0.33119 -0.32659
C 0.02320 -0.07302 -0.44870
C -0.10889 -1.51628 -0.92110
C -0.68702 0.05039 0.89175
H -1.07673 -2.00690 -0.69701
H -1.91682 1.28664 1.95228
H -0.47655 0.54899 -1.20736
H 1.59034 1.39052 -0.06890
H 2.01152 0.14103 -1.26895
H 1.97241 -0.26519 0.45484
H -1.56205 1.86149 0.35432
```

Which charges does natural (NBO) predict for the atoms? In e, they are:
1 O -0.51
2 O -0.61
3 N -0.82
4 C -0.60
5 C -0.42
6 C 0.46
7 C 0.68
8 H 0.12
9 H 0.41
10 H 0.22
11 H 0.21
12 H 0.23
13 H 0.23
14 H 0.40

Number 1: orbital gap 11.2 eV. Number 2: orbital gap 10.4 eV. Number 3: orbital gap 10.6 eV.